# 1
Entry from the OMol25 dataset: a 2-piece molecular cluster, C15H20Cl2F3N4O8S3 overall in a non-equilibrium geometry (ωB97M-V/def2-TZVPD).

Positions of all 55 atoms, in Å:
Cl: 4.187 2.831 -3.344
Cl: -5.190 -2.568 -1.974
S: 1.618 3.360 2.734
S: -3.236 -1.908 -2.414
S: 2.156 -0.281 -1.261
F: 3.309 -2.481 0.097
F: 3.545 -2.377 -2.275
F: 4.909 -0.912 -0.975
O: 2.285 0.240 -2.747
O: 0.819 -1.120 -1.261
O: 5.635 4.479 -1.702
O: -2.171 -1.744 1.396
O: -3.332 -1.209 -3.827
O: -2.316 -3.143 -2.570
O: -3.863 -3.093 0.656
O: 3.521 -0.007 1.780
N: 3.142 2.956 0.332
N: 1.079 3.121 -1.261
N: 1.988 0.953 -0.084
N: 3.770 -0.082 4.543
C: -1.113 1.636 -0.976
C: -2.617 -0.685 -1.083
C: 3.583 -0.156 3.254
C: 2.831 2.308 1.699
C: 4.516 2.684 -0.240
C: -4.982 -3.738 1.262
C: -0.090 2.464 -1.957
C: 1.946 2.405 -0.475
C: 4.814 3.392 -1.691
C: -3.733 -2.710 2.971
C: -4.604 -3.913 2.709
C: -1.888 0.531 -1.905
C: 2.338 0.745 1.354
C: 3.542 -1.511 -1.037
C: -3.139 -2.452 1.620
H: 4.682 1.526 -0.209
H: -0.635 1.220 0.007
H: 1.483 0.582 2.161
H: -1.917 -1.305 -0.379
H: -3.585 -0.264 -0.562
H: -0.737 3.357 -2.415
H: 0.296 3.131 2.316
H: 5.297 3.162 0.525
H: -5.864 -3.100 1.137
H: -2.957 -2.930 3.708
H: 3.863 2.439 2.257
H: 1.251 4.163 -1.359
H: -2.659 1.070 -2.638
H: -5.469 -3.980 3.375
H: -1.943 2.420 -0.626
H: 0.207 1.803 -2.895
H: -4.322 -1.840 3.275
H: -4.012 -4.828 2.830
H: -5.166 -4.697 0.769
H: -1.070 0.055 -2.627

Values from the calculation:
E_LUMO: -6.2 eV
HOMO energy: -12.3944 eV
Total charge: +1
E_tot: -103899.197 eV
HOMO-LUMO gap: 6.23 eV
Energy relative to the best compared isomer or geometry (same formula, charge and spin): 1299.46 kJ/mol

# 2
Entry from the OMol25 dataset: C15H20F5N2O2PtS2 as an isolated structure in a non-equilibrium geometry (ωB97M-V/def2-TZVPD).

Positions of all 47 atoms, in Å:
Pt: 0.502 -0.112 0.107
S: 2.349 -0.949 -0.756
S: -0.023 -0.627 2.210
F: -0.242 -2.646 -1.173
F: 4.462 -2.591 -1.786
F: 1.951 -6.260 -3.143
F: -0.318 -5.075 -2.281
F: 4.337 -5.007 -2.894
O: -0.848 0.987 -1.097
O: -1.513 -0.547 2.107
N: -2.606 2.365 -1.066
N: -0.384 3.115 -1.635
C: 0.844 -4.447 -2.151
C: 3.269 -3.174 -1.892
C: -3.401 1.237 -0.561
C: 3.226 -4.419 -2.467
C: -3.484 3.489 -1.418
C: 1.002 2.654 -1.784
C: 0.904 -3.194 -1.582
C: 2.005 -5.059 -2.594
C: -0.657 4.505 -2.015
C: -1.284 2.170 -1.277
C: 2.112 -2.520 -1.433
C: 0.373 -1.607 4.589
C: 1.132 -0.279 4.593
C: 0.546 0.551 3.444
C: 0.424 -2.083 3.135
H: -0.388 1.058 3.697
H: -0.665 -1.465 4.894
H: 2.191 -0.465 4.408
H: -4.085 0.890 -1.338
H: 1.085 1.852 -2.513
H: -4.044 3.786 -0.532
H: -2.968 4.351 -1.793
H: 1.427 -2.390 2.828
H: -1.327 4.581 -2.866
H: -2.772 0.420 -0.241
H: 0.819 -2.345 5.253
H: 1.412 2.302 -0.840
H: 1.051 0.252 5.539
H: 0.287 4.948 -2.310
H: -3.989 1.591 0.287
H: -0.307 -2.835 2.838
H: -4.195 3.156 -2.175
H: 1.598 3.496 -2.119
H: -1.047 5.089 -1.183
H: 1.239 1.253 2.986

Values from the calculation:
E_LUMO (spin up / spin down): -5.1 / -5.0 eV
HOMO energy (spin up / spin down): -11.0842 / -11.0890 eV
Total charge: +1
E_tot: -61450.806 eV
HOMO-LUMO gap (spin up / spin down): 6.02 / 6.07 eV
Energy relative to the best compared isomer or geometry (same formula, charge and spin): 147.77 kJ/mol

# 3
Entry from the OMol25 dataset: a 4-piece molecular cluster, C15H20F6NO11S overall (ωB97M-V/def2-TZVPD).

Positions of all 54 atoms, in Å:
S: 0.047 1.111 0.391
F: 3.587 -0.821 1.052
F: -6.579 3.869 -2.622
F: -2.488 1.364 0.970
F: -2.043 2.019 -1.050
F: -1.475 3.248 0.631
F: 1.677 -2.447 4.155
O: 4.246 0.770 4.039
O: 1.401 -5.882 4.230
O: -3.981 0.736 -4.370
O: -5.513 2.308 -3.853
O: -0.258 -0.196 0.860
O: 3.497 -6.454 3.620
O: -4.594 1.090 -2.237
O: 2.823 -4.296 3.584
O: 5.300 0.137 2.177
O: 6.341 1.510 3.641
O: 0.874 2.024 1.111
N: 0.656 2.123 -2.157
C: 1.557 -3.691 3.609
C: 0.749 -4.637 4.475
C: 5.396 0.880 3.329
C: 4.175 -0.696 2.284
C: -5.383 2.091 -1.582
C: 3.293 0.066 3.246
C: -0.607 -0.464 -2.854
C: 2.662 -5.644 3.801
C: -0.801 0.819 -3.692
C: 0.399 1.736 -3.601
C: 0.622 -0.396 -1.946
C: 0.868 0.930 -1.239
C: -4.636 1.320 -3.572
C: -6.303 2.553 -2.698
C: -1.616 2.002 0.223
H: 1.193 -3.576 2.586
H: -0.436 -1.302 -3.529
H: -7.238 1.998 -2.786
H: 1.311 1.266 -3.966
H: 1.515 -0.588 -2.545
H: 0.611 -1.172 -1.182
H: 2.666 -0.566 3.862
H: 2.678 0.785 2.698
H: 1.503 2.692 -2.132
H: -1.701 1.344 -3.378
H: 4.483 -1.688 2.616
H: -0.094 2.738 -1.833
H: 1.904 0.970 -0.896
H: -0.959 0.561 -4.738
H: 0.855 -4.367 5.527
H: -1.517 -0.712 -2.308
H: -5.894 1.665 -0.725
H: -0.301 -4.704 4.207
H: 0.269 2.659 -4.164
H: -4.741 2.916 -1.268

Values from the calculation:
E_LUMO: -3.5 eV
HOMO energy: -13.2781 eV
Total charge: +1
E_tot: -67024.671 eV
HOMO-LUMO gap: 9.74 eV